No. 1
Here is a gas-phase ion, C20H20N5O4 (charge +1) in a non-equilibrium geometry from the OMol25 dataset. Energies are from ωB97M-V/def2-TZVPD.

Results
- E_HOMO (eV) = -11.08
- SMILES = O=[N+]([O-])c1ccc2ncnc(N3CC[NH+](Cc4ccc5c(c4)OCO5)CC3)c2c1
- orbital gap (eV) = 7.5
- DFT total energy (eV) = -36695.916
- LUMO level (eV) = -3.6
- charge = +1

Positions of all 49 atoms, in Å:
O  3.279360  2.388642  -1.729278
N  2.275932  1.925952  -1.247777
O  2.020835  1.905405  -0.053532
C  1.295154  1.346781  -2.128849
C  0.173972  0.787201  -1.560804
C  -0.796870  0.195624  -2.373642
C  -1.999900  -0.439644  -1.925924
N  -2.661738  -1.260995  -2.711771
C  -2.292441  -1.329575  -3.995607
N  -1.343314  -0.650332  -4.568333
C  -0.545776  0.088472  -3.775539
C  0.595918  0.712593  -4.326396
C  1.499767  1.345136  -3.519323
H  2.385046  1.818119  -3.915906
H  0.739331  0.641395  -5.391987
H  -2.874442  -1.997859  -4.614692
N  -2.474993  -0.284200  -0.650954
H  -1.002325  -1.132344  0.716968
C  -2.406616  0.925680  0.129976
C  -1.720361  0.597129  1.476902
N  -1.553178  -0.871047  1.550719
C  -2.868015  -1.528192  1.385440
C  -3.365101  -1.256687  -0.060963
H  -4.397679  -0.892891  -0.045189
H  -3.337711  -2.154161  -0.679546
H  -3.556244  -1.126596  2.130464
H  -2.759997  -2.599348  1.559833
C  -0.716264  -1.286344  2.716926
C  0.702438  -0.888428  2.405381
C  1.380323  -1.585373  1.413786
C  2.649211  -1.203382  0.985179
C  3.202834  -0.093865  1.579038
C  2.525520  0.612850  2.587844
C  1.275640  0.237308  3.013329
H  0.769688  0.783410  3.791751
O  3.287474  1.646996  2.997456
C  4.446279  1.633604  2.181435
O  4.393212  0.489891  1.347307
H  5.344253  1.590396  2.811965
H  4.468145  2.540250  1.558272
H  3.176407  -1.750382  0.222784
H  0.930820  -2.462011  0.968021
H  -0.802655  -2.368883  2.829276
H  -1.088746  -0.802723  3.619987
H  -2.327394  0.923288  2.322420
H  -0.735024  1.062108  1.561448
H  -3.428336  1.283289  0.308290
H  -1.876837  1.706905  -0.411831
H  0.114397  0.776837  -0.484355

Forces on the atoms, in the same order (eV/Å):
O 0.272 0.103 -0.120
N 0.188 0.162 0.483
O 0.103 0.216 0.193
C -1.110 -0.592 -0.424
C 0.447 0.241 0.063
C 0.033 -0.052 -0.739
C 0.017 -0.312 -0.566
N -0.216 0.297 0.787
C 0.216 0.077 -0.328
N -0.003 -0.216 -0.711
C -0.050 0.124 0.805
C 0.043 0.088 0.178
C 0.044 -0.006 0.001
H 0.034 -0.003 -0.049
H 0.029 0.015 -0.116
H -0.036 -0.063 -0.077
N 0.005 -0.030 0.175
H -0.102 0.130 0.200
C -0.044 0.226 -0.005
C 0.034 0.746 -0.192
N 0.090 -0.181 -0.085
C -0.608 -0.348 -0.042
C -0.106 -0.171 -0.183
H 0.060 -0.045 0.014
H -0.035 0.066 0.177
H 0.157 0.005 0.034
H 0.103 0.112 0.058
C 0.610 -0.160 0.364
C -0.047 -0.112 -0.092
C -0.184 0.067 0.209
C 0.369 0.323 0.015
C -0.576 -0.030 0.462
C 0.051 -0.534 -0.438
C 0.345 0.098 0.016
H -0.109 0.114 0.139
O -0.375 -0.061 0.250
C 0.964 0.996 -0.087
O -0.039 -0.395 -0.204
H -0.257 -0.092 -0.100
H -0.098 -0.271 0.119
H 0.090 -0.089 -0.114
H -0.071 -0.168 -0.034
H -0.144 0.082 -0.084
H -0.114 -0.026 -0.096
H 0.066 -0.165 0.025
H -0.091 -0.155 -0.016
H 0.105 -0.004 -0.014
H -0.039 -0.057 0.108
H -0.022 0.051 0.041



No. 2
Here is C5H6O in the gas phase from the OMol25 dataset. Energies are from ωB97M-V/def2-TZVPD.

Results
- E_HOMO (eV) = -10.34
- SMILES = C#CC(=O)CC
- energy above the lowest of the compared OMol25 structures with the same formula, charge and spin (kcal per mole) = 40.0
- orbital gap (eV) = 10.7
- DFT total energy (eV) = -7327.552
- LUMO level (eV) = 0.4

Positions of all 12 atoms, in Å:
C  -1.843149  0.014337  -0.367925
C  -0.482338  0.317109  0.236271
C  0.684238  -0.079634  -0.645424
O  0.600011  -0.311839  -1.830257
C  1.937272  -0.150001  0.111873
C  2.826722  -0.193930  0.923934
H  -2.633328  0.298601  0.333428
H  -1.942970  -1.054125  -0.582200
H  -1.990942  0.558090  -1.303756
H  -0.346906  -0.176843  1.205322
H  -0.362221  1.391984  0.435892
H  3.610709  -0.236781  1.647481

Forces on the atoms, in the same order (eV/Å):
C -0.077 -0.012 -0.052
C -0.051 0.006 0.035
C -0.100 -0.036 -0.271
O 0.083 0.076 0.539
C 0.440 -0.018 0.427
C -0.330 0.013 -0.351
H 0.089 -0.027 -0.130
H 0.009 0.153 0.013
H 0.017 -0.079 0.108
H -0.036 0.059 -0.126
H -0.002 -0.136 -0.017
H -0.040 0.000 -0.176



No. 3
Here is C7H7N in the gas phase in a non-equilibrium geometry from the OMol25 dataset. Energies are from ωB97M-V/def2-TZVPD.

Results
- E_HOMO (eV) = -7.46
- energy above the lowest of the compared OMol25 structures with the same formula, charge and spin (kcal per mole) = 143.6
- orbital gap (eV) = 7.4
- DFT total energy (eV) = -8855.396
- LUMO level (eV) = 0.0

Positions of all 15 atoms, in Å:
C  0.032028  1.340950  0.540230
C  -1.177348  1.961152  0.434080
C  1.464074  -0.357013  -0.812139
C  0.143026  0.153732  -0.339472
C  -2.010340  1.408126  -0.594132
C  1.221444  -1.064571  0.219126
C  -1.223937  0.103666  -1.081709
N  1.141442  -1.929200  1.217008
H  0.813724  1.709761  1.272907
H  -1.344468  2.967884  0.991694
H  2.120138  -0.357706  -1.671337
H  -1.222809  -0.153370  -2.189758
H  -1.736396  -0.821251  -0.752430
H  0.380323  -2.123988  1.910322
H  1.399099  -2.838172  0.855611

Forces on the atoms, in the same order (eV/Å):
C 0.835 -0.497 0.359
C -0.004 1.529 0.236
C 0.860 -0.117 -1.096
C 0.855 0.459 0.499
C 0.542 -1.390 -0.667
C -3.574 2.442 0.592
C 0.064 0.024 0.658
N 0.167 -2.905 0.971
H -0.642 -0.731 -1.118
H -0.131 -2.028 -1.002
H -0.103 0.375 -0.019
H 0.342 1.105 1.109
H -0.340 0.541 0.416
H 0.699 1.523 -1.327
H 0.430 -0.330 0.388



No. 4
Here is C7H10 in the gas phase from the OMol25 dataset. Energies are from ωB97M-V/def2-TZVPD.

Results
- E_HOMO (eV) = -9.18
- SMILES = C1=CCC2(C1)CC2
- energy above the lowest of the compared OMol25 structures with the same formula, charge and spin (kcal per mole) = 34.5
- orbital gap (eV) = 10.4
- DFT total energy (eV) = -7419.537
- LUMO level (eV) = 1.2

Positions of all 17 atoms, in Å:
C  -0.860576  1.272107  0.297698
C  0.373861  1.888137  -0.318095
C  0.269881  0.408260  -0.166512
C  0.996603  -0.446882  0.858107
C  0.041016  -1.624807  0.882169
C  -0.619887  -1.700369  -0.273390
C  -0.153790  -0.604168  -1.221458
H  -1.774038  1.210379  -0.289148
H  -1.032153  1.362323  1.366609
H  1.017321  2.430821  0.367381
H  0.340058  2.336778  -1.304122
H  1.979615  -0.747083  0.458737
H  1.168612  0.038349  1.824922
H  -0.106809  -2.251685  1.755886
H  -1.423167  -2.390347  -0.505852
H  0.699873  -0.957057  -1.821966
H  -0.916419  -0.224757  -1.910965

Forces on the atoms, in the same order (eV/Å):
C -0.187 0.058 0.105
C 0.173 0.149 -0.047
C -0.007 0.029 -0.001
C -0.034 0.092 0.040
C -0.050 -0.096 -0.016
C 0.019 -0.141 0.032
C -0.023 0.050 -0.020
H 0.166 0.142 0.068
H 0.137 0.172 -0.128
H 0.073 -0.170 -0.069
H -0.182 -0.082 0.016
H -0.123 0.030 0.148
H -0.172 -0.049 -0.120
H 0.045 -0.053 -0.218
H 0.229 -0.107 -0.019
H -0.130 0.072 0.055
H 0.068 -0.097 0.173



No. 5
Here is 2 unconnected molecules or ions with the total composition C2H8N3 in a non-equilibrium geometry from the OMol25 dataset. Energies are from ωB97M-V/def2-TZVPD.

Results
- E_HOMO (eV) = -14.16
- energy above the lowest of the compared OMol25 structures with the same formula, charge and spin (kcal per mole) = 58.8
- orbital gap (eV) = 9.4
- DFT total energy (eV) = -6666.080
- LUMO level (eV) = -4.8
- charge = +1

Positions of all 13 atoms, in Å:
C  -0.688895  1.187712  -2.176843
N  0.092034  0.260639  -1.809295
H  -1.622956  1.066311  -2.716694
H  -0.580222  2.129523  -1.636885
H  -0.097320  -0.532793  -2.436766
H  -1.458949  0.006331  1.711148
N  1.214659  -1.214989  1.418571
C  0.553294  -0.113370  1.586391
N  -0.665208  0.146792  1.096808
H  0.882459  -1.875773  0.721510
H  2.098828  -1.429236  1.859773
H  1.123016  0.560492  2.229083
H  -0.850739  -0.191638  0.153200

Forces on the atoms, in the same order (eV/Å):
C -0.538 0.634 1.959
N 0.130 -0.623 -1.308
H 0.352 -0.053 -0.933
H -0.067 0.183 -0.274
H 0.043 -0.267 0.532
H 0.106 0.735 0.316
N -0.439 -0.194 -1.446
C 1.094 -0.584 1.374
N -0.166 -0.128 -0.873
H -0.003 -0.241 0.267
H 0.188 0.444 -0.128
H -0.876 0.303 0.362
H 0.177 -0.208 0.153



No. 6
Here is 3 unconnected molecules or ions with the total composition C4H13NO2 in a non-equilibrium geometry from the OMol25 dataset. Energies are from ωB97M-V/def2-TZVPD.

Results
- E_HOMO (eV) = -8.68
- SMILES = C=CNCC.O.O
- energy above the lowest of the compared OMol25 structures with the same formula, charge and spin (kcal per mole) = 51.3
- orbital gap (eV) = 9.4
- DFT total energy (eV) = -9941.970
- LUMO level (eV) = 0.7

Positions of all 20 atoms, in Å:
C  0.339819  1.795266  1.688948
C  -0.250995  1.086376  0.627531
N  0.582291  0.632316  -0.399263
C  0.047437  0.450764  -1.810516
C  -0.752271  -0.744699  -2.016504
H  -0.322802  1.975726  2.535151
H  1.350469  2.168104  1.537543
H  -1.335583  0.768094  0.535323
H  1.430543  1.105045  -0.357915
H  -0.602438  1.394598  -2.051020
H  0.972946  0.561789  -2.494889
H  -0.635823  -1.541285  -2.688718
H  -0.854215  -1.177768  -0.893189
H  -1.800030  -0.411242  -2.212006
H  -1.254644  -1.288509  2.089442
H  -0.281883  -1.723718  1.196528
O  -1.260036  -1.884139  1.348018
H  1.671297  -0.716685  1.828510
H  1.286012  -1.026014  0.374540
O  1.669904  -1.424027  1.162489

Forces on the atoms, in the same order (eV/Å):
C -2.688 -1.818 -2.493
C 0.952 1.003 1.591
N -2.493 -1.089 -1.344
C 2.289 4.199 -0.847
C -3.747 -0.959 4.294
H 0.677 0.412 -0.074
H -0.178 -0.099 0.564
H 1.525 0.427 0.457
H 1.780 0.835 -0.255
H 1.223 -1.529 0.329
H -1.404 -0.326 1.059
H 1.310 -0.780 -0.982
H 0.020 0.316 -2.735
H 0.571 -0.352 0.096
H -1.029 0.398 0.958
H -0.964 -1.099 -0.340
O 1.957 0.470 -0.370
H -0.017 -0.206 -0.388
H 0.095 0.569 -0.289
O 0.122 -0.374 0.771